No. 1
# C14H42ClO11

A molecular structure, C14H42ClO11 at a distorted geometry (wB97M-V/def2-TZVPD, OMol25).

Summary:
orbital gap	8.40	eV
relative energy (zero: lowest compared OMol25 entry of this formula, charge and spin)	1643.47	kJ/mol

The geometry in ORCA input format:
```
! RIJCOSX wB97M-V def2-TZVPD def2/J DEFGRID3
* xyz -1 1
Cl 0.276 0.495 -0.078
O -0.747 0.750 0.899
O 0.276 -0.827 -0.585
O -0.091 1.436 -1.071
O 1.518 0.923 0.509
C 0.458 -0.717 2.866
C 1.738 0.036 3.211
O 2.200 1.023 2.325
H 0.440 -1.698 3.341
H 0.422 -0.972 1.806
H -0.448 -0.159 3.101
H 2.515 -0.728 3.176
H 1.736 0.391 4.242
H 1.572 1.066 1.600
C -2.875 -1.221 1.488
C -1.493 -1.791 1.180
O -1.076 -2.423 2.343
H -3.629 -1.925 1.842
H -3.325 -0.793 0.592
H -2.716 -0.443 2.236
H -0.845 -1.022 0.759
H -1.731 -2.548 0.433
H -0.344 -3.017 2.164
C -2.098 3.761 -3.233
C -0.755 3.578 -2.472
O -1.091 3.110 -1.182
H -2.306 2.700 -3.375
H -1.874 4.288 -4.160
H -2.829 4.340 -2.668
H -0.240 4.537 -2.531
H -0.127 2.846 -2.979
H -0.359 2.633 -0.785
C 3.775 -1.949 -0.233
C 3.576 -0.568 0.491
O 2.672 -0.857 1.535
H 4.824 -2.237 -0.174
H 3.550 -1.745 -1.280
H 3.144 -2.828 -0.095
H 3.000 0.129 -0.118
H 4.525 -0.095 0.745
H 2.192 -0.060 1.771
C 2.337 -2.336 -2.555
C 1.451 -1.062 -3.027
O 0.069 -1.301 -3.120
H 2.181 -3.181 -3.227
H 2.036 -2.583 -1.537
H 3.373 -2.013 -2.457
H 1.791 -0.703 -3.999
H 1.641 -0.202 -2.386
H -0.266 -1.419 -2.228
C -1.974 -0.369 -1.750
C -2.085 -1.711 -2.457
O -3.086 -2.559 -1.866
H -1.238 0.345 -2.120
H -1.768 -0.582 -0.702
H -2.932 0.137 -1.635
H -1.102 -2.175 -2.371
H -2.189 -1.610 -3.537
H -2.952 -3.450 -2.198
C -1.685 1.603 2.984
C -0.618 2.676 3.081
O -0.016 2.903 1.830
H -2.206 1.572 3.941
H -1.338 0.615 2.684
H -2.370 1.775 2.153
H 0.087 2.469 3.886
H -0.972 3.608 3.520
H 0.420 2.134 1.456
*
```

No. 2
# C14H42F4O11P2PbS7V

A molecular structure, C14H42F4O11P2PbS7V at a distorted geometry (wB97M-V/def2-TZVPD, OMol25).

Summary:
orbital gap (alpha / beta)	5.99 / 7.13	eV
expectation value of S²	2.010

The geometry in ORCA input format:
```
! RIJCOSX wB97M-V def2-TZVPD def2/J DEFGRID3
* xyz 3 3
Pb 0.312 -1.410 -3.701
V 1.855 2.540 0.513
O 2.443 1.927 -1.227
P 2.510 1.718 -2.709
O 1.642 0.751 -3.366
F 3.976 1.445 -3.015
F 2.369 3.103 -3.349
O 0.663 0.801 0.358
P -0.360 -0.131 -0.114
O -0.312 -0.739 -1.441
F -1.743 0.536 0.090
F -0.469 -1.240 0.966
C -0.975 0.461 7.152
S -0.331 0.917 5.535
O 1.154 0.755 5.566
C -0.921 -0.542 4.643
H -1.172 -0.600 7.283
H -1.984 0.897 7.131
H -0.407 0.964 7.927
H -0.890 -0.272 3.585
H -1.942 -0.813 4.906
H -0.204 -1.341 4.824
C -1.665 2.457 -3.092
S -1.188 3.569 -1.778
O 0.034 2.966 -1.132
C -0.583 4.890 -2.827
H -0.774 2.247 -3.689
H -2.280 3.060 -3.766
H -2.191 1.588 -2.716
H 0.318 4.492 -3.296
H -0.260 5.742 -2.229
H -1.354 5.224 -3.516
C -4.105 -0.935 -5.198
S -3.556 -1.720 -3.679
O -2.079 -1.434 -3.586
C -4.436 -0.693 -2.516
H -3.438 -0.096 -5.398
H -5.113 -0.531 -5.114
H -4.103 -1.681 -5.987
H -5.500 -0.850 -2.713
H -4.263 0.374 -2.652
H -4.229 -1.042 -1.508
C -2.146 3.110 2.562
S -0.519 3.843 2.636
O 0.298 3.114 1.574
C -0.974 5.446 2.006
H -2.551 3.284 1.565
H -2.759 3.622 3.301
H -2.056 2.048 2.770
H -1.242 5.376 0.950
H -0.139 6.138 2.099
H -1.842 5.796 2.563
C 4.804 -1.953 -2.194
S 3.313 -2.108 -1.198
O 2.136 -1.933 -2.114
C 3.447 -3.839 -0.808
H 5.643 -1.838 -1.511
H 4.660 -1.072 -2.815
H 4.915 -2.839 -2.815
H 4.309 -3.915 -0.138
H 3.701 -4.466 -1.663
H 2.545 -4.201 -0.324
C -1.179 -6.137 -2.586
S -0.279 -4.782 -1.848
O -0.532 -3.577 -2.707
C -1.288 -4.689 -0.364
H -0.926 -6.191 -3.645
H -2.253 -5.981 -2.501
H -0.866 -7.077 -2.134
H -0.966 -3.879 0.287
H -1.170 -5.639 0.157
H -2.322 -4.547 -0.676
C 2.448 -0.971 3.194
S 3.612 0.161 2.466
O 2.774 1.205 1.731
C 4.005 1.014 3.993
H 1.930 -1.600 2.478
H 1.725 -0.357 3.744
H 2.962 -1.517 3.986
H 3.070 1.444 4.352
H 4.742 1.786 3.763
H 4.524 0.366 4.697
*
```

| no. | electronic energy (hartree) |
| --- | --- |
| 1 | -1845.578055 |
| 2 | -6392.028013 |